<i>
This record from the Open Molecules 2025 dataset describes a 2-piece molecular cluster, C3H5O3 overall. The level of theory is ωB97M-V/def2-TZVPD.

The value obtained for the LUMO energy is 0.1517 Eh. The gap between HOMO and LUMO is 8.152 eV.

```
! wB97M-V def2-TZVPD RIJCOSX def2/J DEFGRID3
* xyz -1 1
O 2.52395 -0.70980 -0.37496
C 1.46322 -1.10826 -0.81209
C 0.18194 -0.93900 -0.13406
H 1.47196 -1.54425 -1.94395
H -0.18785 -1.89833 0.39114
H -0.65942 -0.63171 -0.75998
H 0.27099 -0.10196 0.58533
O -0.58178 1.56443 -0.28453
C -1.27304 1.70563 0.78714
O -1.95050 0.88132 1.33151
H -1.25947 2.78193 1.21444
*
```



<ii>
This record from the Open Molecules 2025 dataset describes an isolated ion of composition C3H5O3 and charge -1. The level of theory is ωB97M-V/def2-TZVPD.

As for the SMILES: O=C([O-])CCO. The value obtained for the LUMO energy is 0.1421 Eh. The gap between HOMO and LUMO is 7.763 eV.

```
! wB97M-V def2-TZVPD RIJCOSX def2/J DEFGRID3
* xyz -1 1
O -1.18028 2.03158 -0.62703
C -1.25630 0.80315 -0.83026
O -2.25106 0.09659 -1.09842
C 0.12817 0.01231 -0.61657
C 0.20826 -0.64768 0.75955
O 1.60546 -0.83202 1.10341
H 0.79107 0.88132 -0.62684
H 0.34016 -0.71520 -1.39268
H -0.28539 0.01120 1.47828
H -0.13841 -1.67644 0.71095
H 2.03832 0.03518 1.13961
*
```



Stability summary - winner: <ii>; margin: 0.741 eV.



<i>
This record from the Open Molecules 2025 dataset describes a 2-piece molecular cluster, C3H5O3 overall. The level of theory is ωB97M-V/def2-TZVPD.

The value obtained for the LUMO energy is 0.1483 Eh. The gap between HOMO and LUMO is 8.652 eV.

```
! wB97M-V def2-TZVPD RIJCOSX def2/J DEFGRID3
* xyz -1 1
C 3.22496 -0.42792 -0.57660
C 1.93621 -0.41111 -0.25317
O 1.00826 -0.02542 -1.15819
H 4.14041 -0.74349 -0.09371
H 3.34119 -0.37698 -1.65805
H 1.54863 -0.68546 0.73018
H 0.28925 0.43845 -0.63376
O -1.09107 0.50022 0.31246
C -2.35743 0.42579 0.44476
O -2.90000 -0.11190 1.42120
H -2.90657 0.87348 -0.40306
*
```



<ii>
This record from the Open Molecules 2025 dataset describes a 2-piece molecular cluster, C3H5O3 overall. The level of theory is ωB97M-V/def2-TZVPD.

The value obtained for the LUMO energy is 0.1443 Eh. The gap between HOMO and LUMO is 8.112 eV.

```
! wB97M-V def2-TZVPD RIJCOSX def2/J DEFGRID3
* xyz -1 1
O 2.36602 1.47460 -0.52913
C 1.31295 0.88838 -0.40082
C 0.28304 0.75796 -1.47993
H 1.05325 0.38377 0.54358
H -0.38439 1.61856 -1.53618
H -0.28831 -0.16305 -1.42919
H 0.81144 0.74984 -2.44379
O -1.82733 -0.99577 2.87497
C -1.29520 -1.40476 1.83097
O -0.89055 -0.78587 0.81517
H -1.14092 -2.52367 1.75435
*
```



<iii>
This record from the Open Molecules 2025 dataset describes a 2-piece molecular cluster, C3H5O3 overall. The level of theory is ωB97M-V/def2-TZVPD.

The value obtained for the LUMO energy is 0.1529 Eh. The gap between HOMO and LUMO is 9.033 eV.

```
! wB97M-V def2-TZVPD RIJCOSX def2/J DEFGRID3
* xyz -1 1
O -2.92300 0.79981 -0.08744
C -1.71535 0.75664 -0.32655
O -0.76603 1.30251 0.30964
H -1.38711 0.07276 -1.14976
C 2.34594 -1.94507 0.05331
C 1.37450 -1.04129 0.20550
O 1.49054 0.23526 -0.13036
H 2.19049 -2.97205 0.35155
H 3.29939 -1.65650 -0.37078
H 0.41684 -1.33176 0.63016
H 0.59497 0.72068 0.04307
*
```



Stability summary - winner: <iii>; margin: 0.200 eV.



<i>
This record from the Open Molecules 2025 dataset describes one molecule with the formula C2H2BrNO2. The level of theory is ωB97M-V/def2-TZVPD.

As for the SMILES: C=C(Br)[N+](=O)[O-]. The value obtained for the LUMO energy is -0.0075 Eh. The gap between HOMO and LUMO is 10.375 eV.

```
! wB97M-V def2-TZVPD RIJCOSX def2/J DEFGRID3
* xyz 0 1
C 1.04565 0.77273 0.01414
C -0.24301 0.50712 0.01016
Br -1.95670 1.41332 -0.01832
N -0.58207 -1.12179 -0.01201
O 0.35935 -1.84502 -0.02755
O -1.73390 -1.45176 0.00713
H 1.47453 1.77038 -0.13232
H 1.63616 -0.04497 0.15877
*
```



<ii>
This record from the Open Molecules 2025 dataset describes a 2-piece molecular cluster, C2H2BrNO2 overall. The level of theory is ωB97M-V/def2-TZVPD.

As for the SMILES: C#C[N+](=O)[O-].Br. The value obtained for the LUMO energy is -0.0454 Eh. The gap between HOMO and LUMO is 9.627 eV.

```
! wB97M-V def2-TZVPD RIJCOSX def2/J DEFGRID3
* xyz 0 1
C -0.86302 1.30769 -1.29074
C -1.03500 0.32741 -0.63778
N -1.16329 -0.78186 0.22323
O -2.22152 -1.36106 0.16535
O -0.13377 -1.15541 0.80584
H -1.08586 2.10451 -1.87015
Br 3.81676 0.19748 1.50247
H 2.68568 -0.63878 1.10178
*
```



<iii>
This record from the Open Molecules 2025 dataset describes one molecule with the formula C2H2BrNO2. The level of theory is ωB97M-V/def2-TZVPD.

As for the SMILES: O=[N+]([O-])/C=C/Br. The value obtained for the LUMO energy is -0.0478 Eh. The gap between HOMO and LUMO is 9.092 eV.

```
! wB97M-V def2-TZVPD RIJCOSX def2/J DEFGRID3
* xyz 0 1
O 0.24216 -1.65005 0.92062
N 0.47663 -0.47212 1.14439
O 1.13241 -0.07794 2.10939
C 0.02029 0.43520 0.16447
C -0.40266 -0.04965 -1.10740
Br -1.01436 1.30549 -2.28187
H 0.11488 1.48948 0.51805
H -0.56935 -0.98040 -1.46765
*
```



Stability summary - winner: <iii>; margin: 0.103 eV.



<i>
This record from the Open Molecules 2025 dataset describes C41H28BBaF11IN6O2P as an isolated structure. The level of theory is ωB97M-V/def2-TZVPD.

The value obtained for the LUMO energy (alpha / beta) is 0.1495 / 0.1499 Eh. The gap between HOMO and LUMO (alpha / beta) is 4.493 / 4.787 eV.

```
! wB97M-V def2-TZVPD RIJCOSX def2/J DEFGRID3
* xyz -2 1
Ba 0.91584 -0.32956 0.65608
O -0.35087 -1.62318 -1.05102
C -0.41045 -2.83201 -1.37980
C -1.81766 -3.17749 -1.92169
C -2.23330 -4.50128 -1.82286
C -3.40104 -4.93657 -2.42703
C -4.13169 -4.04600 -3.20362
C -3.71708 -2.72736 -3.33054
C -2.57250 -2.26389 -2.67522
P -2.05700 -0.47740 -2.76214
C -3.31118 0.13623 -3.97666
C -2.95131 0.05257 -5.32263
C -3.79545 0.50802 -6.32347
C -5.01617 1.08375 -5.99511
C -5.37726 1.19913 -4.66081
C -4.53253 0.72916 -3.66261
C -2.79768 0.16415 -1.20769
C -3.82419 -0.46867 -0.50895
C -4.38693 0.12475 0.61120
C -3.92465 1.35443 1.05850
C -2.89226 1.98512 0.38225
C -2.33522 1.39399 -0.74351
H -1.61231 -5.17923 -1.24625
H -3.72940 -5.96387 -2.31464
H -5.02980 -4.37422 -3.71527
H -4.30502 -2.05298 -3.94032
H -1.98789 -0.37173 -5.58517
H -3.49122 0.42982 -7.36047
H -5.67439 1.45033 -6.77394
H -6.32193 1.65691 -4.39075
H -4.83101 0.82520 -2.62577
H -4.18684 -1.43389 -0.84073
H -5.17808 -0.38587 1.14732
H -4.34809 1.80485 1.94774
H -2.50732 2.93457 0.73328
H -1.54294 1.90793 -1.27735
N 2.67025 2.42067 2.35637
C 3.45201 1.34168 2.65283
N 4.48297 1.58354 3.47470
C 5.16906 0.46941 3.78337
N 6.23614 0.66603 4.65123
N 4.94232 -0.75687 3.38846
C 3.87771 -0.91357 2.53596
N 3.14059 0.16871 2.12281
C 3.57724 -2.22472 2.07392
C 4.36550 -3.32232 2.52926
C 4.10704 -4.58097 2.07072
C 3.05436 -4.78872 1.15689
C 2.30707 -3.69145 0.77589
N 2.54066 -2.44627 1.19572
H 3.09363 3.31095 2.55630
H 2.10537 2.43697 1.52401
H 6.59438 1.60666 4.62589
H 6.92828 -0.06269 4.59100
H 5.15743 -3.12563 3.23584
H 4.71138 -5.41462 2.41321
H 2.81450 -5.76869 0.76679
H 1.47814 -3.79976 0.07953
I 2.38513 0.47622 -2.60567
C 3.17991 2.34036 -2.09235
C 4.52683 2.54644 -2.37925
C 5.16918 3.66167 -1.85437
C 4.49297 4.50677 -0.99767
C 3.12942 4.31138 -0.69650
C 2.46120 5.11207 0.26768
C 1.11737 4.87632 0.57712
C 0.38512 3.95912 -0.14295
C 0.96342 3.19973 -1.21292
C 2.41237 3.25560 -1.35262
H 5.07131 1.82695 -2.97526
H 6.21293 3.83881 -2.08681
H 5.01030 5.33647 -0.52794
H 3.03381 5.86764 0.79392
H 0.63751 5.44247 1.36811
H -0.67936 3.86879 0.04076
F -1.31766 2.90215 -2.17801
B 0.03042 2.80603 -2.32737
F 0.39083 2.43608 -3.57308
F -2.59393 -0.70862 5.36780
C -1.75412 -0.08555 4.50923
F -2.49469 0.74390 3.77242
F -0.93536 0.67536 5.25354
C -0.94638 -1.07370 3.60454
O -0.45624 -0.45426 2.53423
C -1.90045 -2.23760 3.16810
F -3.10435 -1.75970 2.81131
F -2.11782 -3.15726 4.13316
F -1.40080 -2.88098 2.11330
C 0.21203 -1.68626 4.46221
F 1.21225 -0.81909 4.60156
F -0.17828 -2.05116 5.70582
F 0.70590 -2.78017 3.86693
*
```



<ii>
This record from the Open Molecules 2025 dataset describes C41H28BBaF11IN6O2P as an isolated structure. The level of theory is ωB97M-V/def2-TZVPD.

The value obtained for the LUMO energy is 0.1457 Eh. The gap between HOMO and LUMO is 4.214 eV.

```
! wB97M-V def2-TZVPD RIJCOSX def2/J DEFGRID3
* xyz -2 1
Ba -1.41120 -0.75762 0.01216
O -0.28372 -1.79429 2.79963
C -0.48006 -0.83308 3.48555
C -0.50999 0.19767 4.30276
C -0.97854 0.06765 5.69429
C -0.90358 1.11883 6.53863
C -0.41801 2.40687 6.14159
C -0.10573 2.58335 4.80962
C -0.18326 1.57542 3.85058
P 0.13868 1.81768 2.12884
C -0.68089 3.40001 1.68210
C -0.19888 4.25642 0.68981
C -0.93907 5.35352 0.27084
C -2.18397 5.60644 0.82789
C -2.68267 4.74995 1.80037
C -1.94205 3.65670 2.22329
C 1.93793 2.23033 2.07280
C 2.79356 1.15674 1.81512
C 4.17118 1.31507 1.83950
C 4.72442 2.55726 2.12027
C 3.88658 3.63133 2.39060
C 2.50810 3.46841 2.37067
H -1.38529 -0.88113 6.01950
H -1.24943 0.97750 7.55884
H -0.38895 3.23140 6.84096
H 0.18112 3.57584 4.46741
H 0.76418 4.06240 0.23344
H -0.54736 6.00208 -0.50463
H -2.76978 6.45400 0.49222
H -3.66450 4.92153 2.22447
H -2.34520 2.97700 2.96484
H 2.36319 0.18490 1.59071
H 4.81304 0.46716 1.62916
H 5.80040 2.68680 2.13376
H 4.30891 4.60198 2.62597
H 1.86979 4.31246 2.60069
N 1.13692 -3.88662 1.41963
C 1.90273 -3.37594 0.45866
N 2.73431 -4.20478 -0.19241
C 3.49037 -3.61313 -1.10219
N 4.36472 -4.40868 -1.79956
N 3.50796 -2.30838 -1.39638
C 2.59983 -1.60379 -0.72048
N 1.78253 -2.05604 0.20732
C 2.47249 -0.16275 -1.09029
C 3.54472 0.53260 -1.63159
C 3.36561 1.86594 -1.95955
C 2.12160 2.44271 -1.76725
C 1.10689 1.66149 -1.23366
N 1.28108 0.39172 -0.88438
H 1.11492 -4.88120 1.54136
H 0.49941 -3.28272 1.92208
H 4.11758 -5.38413 -1.80507
H 4.66177 -4.01976 -2.67850
H 4.48581 0.02265 -1.77683
H 4.18591 2.44523 -2.36551
H 1.92716 3.47516 -2.02576
H 0.11387 2.06802 -1.08446
I -2.63626 -4.28103 0.79194
C -2.02135 -5.16890 -1.01539
C -2.46362 -6.43428 -1.28120
C -2.09396 -7.05898 -2.49228
C -1.30403 -6.39572 -3.38475
C -0.84066 -5.08283 -3.11628
C -0.02557 -4.40131 -4.05140
C 0.40966 -3.13754 -3.77135
C 0.05630 -2.52131 -2.54901
C -0.73379 -3.10154 -1.57339
C -1.19139 -4.42013 -1.89964
H -3.09635 -6.95300 -0.57344
H -2.44638 -8.06187 -2.70522
H -1.01782 -6.86527 -4.32111
H 0.22947 -4.89530 -4.98398
H 1.02305 -2.60143 -4.48989
H 0.43772 -1.51030 -2.39943
F -3.95815 0.89857 2.69251
B -3.55910 -0.35582 2.28597
F -4.15930 -1.26158 3.13366
F -2.69717 1.32818 -5.30307
C -1.97672 0.97829 -4.21278
F -1.66003 -0.30513 -4.34842
F -0.82765 1.67910 -4.27018
C -2.71398 1.23751 -2.85561
O -2.09397 0.60073 -1.87192
C -4.19191 0.73584 -2.99324
F -4.22695 -0.48149 -3.55913
F -4.97233 1.54020 -3.75078
F -4.77167 0.63622 -1.80054
C -2.74710 2.78151 -2.59616
F -3.08502 3.50899 -3.68434
F -3.62172 3.08472 -1.63238
F -1.54937 3.22875 -2.19716
*
```



Stability summary - winner: <i>; margin: 1.282 eV.